# 1
Formula: C3H2NO2S
Source: the Open Molecules 2025 dataset
Level of theory: ωB97M-V with the def2-TZVPD basis set

The energy is -19560.479 eV. The relative energy (zero: lowest compared OMol25 entry of this formula, charge and spin) is 4.7274 eV. The calculation puts the HOMO-LUMO gap at 7.134 eV. The largest force on an atom is 5.05 eV/A. The net charge is -1. The value obtained for the LUMO energy is 3.51 eV.

Last columns: bonded neighbours and bond lengths (Å).
Cartesian coordinates (Å):
1 C 0.16 -1.06 0.48  C3 1.354, H8 1.062
2 C 1.97 0.11 0.12  O6 1.307, S7 1.614
3 C -0.66 -0.01 0.28  C1 1.354, N4 1.461, O5 1.247
4 N 0.02 1.28 0.33  C3 1.461, O6 1.420, H9 1.017
5 O -1.91 0.07 0.23  C3 1.247
6 O 1.41 1.29 0.04  C2 1.307, N4 1.420
7 S 3.54 -0.23 0.04  C2 1.614
8 H 0.25 -2.07 0.13  C1 1.062
9 H -0.45 1.98 -0.25  N4 1.017



# 2
Formula: C3H11N
Source: the Open Molecules 2025 dataset
Level of theory: ωB97M-V with the def2-TZVPD basis set

Its SMILES is CC.CN. The energy is -4779.128 eV. The relative energy (zero: lowest compared OMol25 entry of this formula, charge and spin) is 0.3676 eV. The calculation puts the HOMO-LUMO gap at 10.173 eV. The largest force on an atom is 0.55 eV/A. The value obtained for the LUMO energy is 0.96 eV.

Last columns: bonded neighbours and bond lengths (Å).
Cartesian coordinates (Å):
1 C -1.56 0.70 1.60  C2 1.523, H3 1.087, H4 1.093, H5 1.092
2 C -2.52 -0.18 0.81  C1 1.523, H6 1.090, H7 1.090, H8 1.095
3 H -1.95 1.70 1.76  C1 1.087
4 H -0.59 0.81 1.12  C1 1.093
5 H -1.36 0.23 2.57  C1 1.092
6 H -2.01 -1.05 0.38  C2 1.090
7 H -3.35 -0.53 1.43  C2 1.090
8 H -2.97 0.33 -0.04  C2 1.095
9 C 2.12 0.13 -1.70  N10 1.451, H11 1.100, H12 1.089, H13 1.089
10 N 2.94 -0.77 -0.91  C9 1.451, H14 1.012, H15 1.015
11 H 1.04 -0.11 -1.73  C9 1.100
12 H 2.44 0.14 -2.74  C9 1.089
13 H 2.20 1.14 -1.30  C9 1.089
14 H 2.61 -0.85 0.04  N10 1.012
15 H 2.97 -1.70 -1.31  N10 1.015



# 3
Formula: C5H7ClS2
Source: the Open Molecules 2025 dataset
Level of theory: ωB97M-V with the def2-TZVPD basis set

Its SMILES is C[C@]1(Cl)C(=S)C[C@@H]1S. The energy is -39490.246 eV. The relative energy (zero: lowest compared OMol25 entry of this formula, charge and spin) is 0.8376 eV. The calculation puts the HOMO-LUMO gap at 8.356 eV. The largest force on an atom is 1.96 eV/A. The value obtained for the LUMO energy is -0.56 eV.

Last columns: bonded neighbours and bond lengths (Å).
Cartesian coordinates (Å):
1 C -1.33 0.38 1.01  C2 1.527, H6 1.095, H7 1.077, H8 1.081
2 C -0.67 -0.52 -0.03  C1 1.527, C3 1.543, C5 1.518, Cl15 1.812
3 C 0.35 0.20 -0.94  C2 1.543, C4 1.520, H9 1.065, S13 1.800
4 C 1.48 -0.18 0.00  C3 1.520, C5 1.495, H11 1.048, H12 1.059
5 C 0.55 -1.20 0.57  C2 1.518, C4 1.495, S14 1.612
6 H -0.69 1.21 1.31  C1 1.095
7 H -2.19 0.84 0.57  C1 1.077
8 H -1.52 -0.20 1.91  C1 1.081
9 H 0.44 -0.40 -1.82  C3 1.065
10 H 0.81 2.04 -2.35  S13 1.347
11 H 1.63 0.53 0.75  C4 1.048
12 H 2.40 -0.53 -0.41  C4 1.059
13 S -0.04 1.91 -1.32  C3 1.800, H10 1.347
14 S 0.63 -2.45 1.59  C5 1.612
15 Cl -1.85 -1.63 -0.84  C2 1.812



# 4
Formula: C23H49O6P
Source: the Open Molecules 2025 dataset
Level of theory: ωB97M-V with the def2-TZVPD basis set

Its SMILES is CCC(=O)OCCPCC[C@H](C)CCC=C(C)C.COCCOC.COCCOC. The energy is -46216.540 eV. The relative energy (zero: lowest compared OMol25 entry of this formula, charge and spin) is 2.2139 eV. The calculation puts the HOMO-LUMO gap at 9.332 eV. The largest force on an atom is 0.63 eV/A. The value obtained for the LUMO energy is 0.69 eV.

Last columns: bonded neighbours and bond lengths (Å).
Cartesian coordinates (Å):
1 C -3.02 5.05 2.13  C2 1.537, H19 1.089, H20 1.090, H21 1.090
2 C -3.00 6.22 1.13  C1 1.537, C3 1.506, H22 1.089, H23 1.089
3 C -2.95 5.68 -0.28  C2 1.506, O4 1.200, O5 1.363
4 O -3.88 5.65 -1.03  C3 1.200
5 O -1.73 5.17 -0.59  C3 1.363, C6 1.437
6 C -1.29 5.39 -1.94  O5 1.437, C7 1.519, H24 1.093, H25 1.091
7 C -0.15 4.42 -2.22  C6 1.519, P8 1.854, H26 1.091, H27 1.094
8 P -0.77 2.70 -2.51  C7 1.854, C9 1.844, H28 1.410
9 C 0.56 1.73 -1.68  P8 1.844, C10 1.528, H29 1.095, H30 1.094
10 C 0.27 0.25 -1.47  C9 1.528, C11 1.542, H31 1.095, H32 1.093
11 C -0.89 -0.11 -0.52  C10 1.542, C12 1.538, C13 1.536, H33 1.095
12 C -2.26 -0.17 -1.22  C11 1.538, H34 1.091, H35 1.092, H36 1.092
13 C -0.95 0.75 0.75  C11 1.536, C14 1.543, H37 1.094, H38 1.091
14 C -0.06 0.22 1.89  C13 1.543, C15 1.508, H39 1.095, H40 1.092
15 C -0.54 0.70 3.23  C14 1.508, C16 1.326, H41 1.087
16 C -0.44 1.94 3.69  C15 1.326, C17 1.505, C18 1.510
17 C -1.21 2.39 4.91  C16 1.505, H42 1.090, H43 1.093, H44 1.094
18 C 0.45 2.98 3.06  C16 1.510, H45 1.090, H46 1.090, H47 1.093
19 H -2.26 4.31 1.88  C1 1.089
20 H -4.00 4.56 2.10  C1 1.090
21 H -2.85 5.41 3.15  C1 1.090
22 H -3.92 6.79 1.21  C2 1.089
23 H -2.14 6.86 1.31  C2 1.089
24 H -0.95 6.42 -2.03  C6 1.093
25 H -2.12 5.21 -2.62  C6 1.091
26 H 0.42 4.76 -3.09  C7 1.091
27 H 0.52 4.42 -1.36  C7 1.094
28 H -1.79 2.71 -1.54  P8 1.410
29 H 0.82 2.21 -0.73  C9 1.095
30 H 1.44 1.84 -2.33  C9 1.094
31 H 0.04 -0.18 -2.45  C10 1.095
32 H 1.19 -0.24 -1.14  C10 1.093
33 H -0.68 -1.13 -0.18  C11 1.095
34 H -2.17 -0.44 -2.27  C12 1.091
35 H -2.78 0.79 -1.15  C12 1.092
36 H -2.90 -0.91 -0.73  C12 1.092
37 H -1.98 0.76 1.11  C13 1.094
38 H -0.70 1.79 0.54  C13 1.091
39 H 0.99 0.51 1.74  C14 1.095
40 H -0.10 -0.87 1.85  C14 1.092
41 H -1.03 -0.04 3.87  C15 1.087
42 H -1.95 1.65 5.20  C17 1.090
43 H -1.73 3.32 4.68  C17 1.093
44 H -0.55 2.58 5.77  C17 1.094
45 H 0.44 2.94 1.97  C18 1.090
46 H 0.14 3.98 3.33  C18 1.090
47 H 1.48 2.85 3.40  C18 1.093
48 C -1.69 -6.75 1.40  O49 1.415, H54 1.089, H55 1.092, H56 1.095
49 O -0.88 -6.65 2.56  C48 1.415, C50 1.416
50 C 0.42 -6.14 2.31  O49 1.416, C51 1.514, H57 1.095, H58 1.094
51 C 0.53 -4.66 2.64  C50 1.514, O52 1.417, H59 1.094, H60 1.095
52 O -0.30 -3.87 1.80  C51 1.417, C53 1.415
53 C -1.52 -3.49 2.40  O52 1.415, H61 1.096, H62 1.092, H63 1.089
54 H -2.71 -6.89 1.73  C48 1.089
55 H -1.63 -5.85 0.79  C48 1.092
56 H -1.39 -7.62 0.79  C48 1.095
57 H 0.71 -6.31 1.27  C50 1.095
58 H 1.12 -6.69 2.95  C50 1.094
59 H 1.56 -4.34 2.48  C51 1.094
60 H 0.28 -4.50 3.69  C51 1.095
61 H -1.37 -2.68 3.12  C53 1.096
62 H -2.01 -4.33 2.91  C53 1.092
63 H -2.18 -3.13 1.61  C53 1.089
64 C 5.81 -2.65 -4.20  O65 1.415, H70 1.089, H71 1.092, H72 1.096
65 O 4.78 -3.60 -4.36  C64 1.415, C66 1.416
66 C 3.94 -3.73 -3.22  O65 1.416, C67 1.513, H73 1.095, H74 1.094
67 C 2.66 -2.94 -3.36  C66 1.513, O68 1.417, H75 1.095, H76 1.095
68 O 2.88 -1.55 -3.43  C67 1.417, C69 1.415
69 C 2.85 -1.03 -4.75  O68 1.415, H77 1.096, H78 1.092, H79 1.089
70 H 6.21 -2.43 -5.19  C64 1.089
71 H 5.45 -1.72 -3.76  C64 1.092
72 H 6.62 -3.05 -3.58  C64 1.096
73 H 4.47 -3.41 -2.32  C66 1.095
74 H 3.70 -4.79 -3.12  C66 1.094
75 H 2.04 -3.13 -2.48  C67 1.095
76 H 2.10 -3.29 -4.24  C67 1.095
77 H 1.82 -0.94 -5.11  C69 1.096
78 H 3.42 -1.65 -5.44  C69 1.092
79 H 3.29 -0.03 -4.71  C69 1.089



# 5
Formula: C8H15NO2P
Source: the Open Molecules 2025 dataset
Level of theory: ωB97M-V with the def2-TZVPD basis set

The energy is -23404.623 eV. The relative energy (zero: lowest compared OMol25 entry of this formula, charge and spin) is 9.7191 eV. The calculation puts the HOMO-LUMO gap (spin up / spin down) at 7.345 / 5.987 eV. The largest force on an atom is 3.58 eV/A. The net charge is -1. The value obtained for the LUMO energy (spin up / spin down) is 3.53 / 2.39 eV.

Last columns: bonded neighbours and bond lengths (Å).
Cartesian coordinates (Å):
1 C -1.17 1.20 -0.25  C2 1.513, C3 1.350, O11 1.313
2 C -0.73 -0.17 0.23  C1 1.513, C4 1.518, H13 1.076, H14 1.117
3 C -0.35 2.25 -0.46  C1 1.350, H15 1.176
4 C 0.52 -0.87 -0.27  C2 1.518, C6 1.526, C7 1.525, N9 1.511
5 C 2.07 0.76 0.68  C8 1.495, N9 1.324
6 C 0.43 -2.39 -0.19  C4 1.526, H17 1.159, H18 1.170, H19 1.120
7 C 0.80 -0.51 -1.73  C4 1.525, H20 1.122, H21 1.132, H22 1.156
8 C 3.26 1.15 1.49  C5 1.495, H23 1.074, H24 1.069, H25 1.183
9 N 1.69 -0.51 0.62  C4 1.511, C5 1.324, O10 1.310
10 O 2.52 -1.44 1.04  N9 1.310
11 O -2.46 1.44 -0.20  C1 1.313, P12 2.033
12 P -4.15 0.31 -0.18  O11 2.033, H16 1.505, H26 1.401, H27 1.352
13 H -0.82 -0.32 1.29  C2 1.076
14 H -1.55 -0.72 -0.29  C2 1.117
15 H -0.01 3.31 -0.85  C3 1.176
16 H -4.15 0.54 1.31  P12 1.505
17 H -0.56 -2.70 -0.72  C6 1.159
18 H 0.08 -2.68 0.89  C6 1.170
19 H 1.39 -2.90 -0.43  C6 1.120
20 H -0.14 -0.43 -2.33  C7 1.122
21 H 1.58 -1.16 -2.22  C7 1.132
22 H 1.29 0.53 -1.89  C7 1.156
23 H 3.21 2.20 1.66  C8 1.074
24 H 4.18 0.89 1.00  C8 1.069
25 H 3.17 0.60 2.53  C8 1.183
26 H -4.62 1.56 -0.61  P12 1.401
27 H -5.48 0.05 -0.14  P12 1.352



# 6
Formula: C10H10N2
Source: the Open Molecules 2025 dataset
Level of theory: ωB97M-V with the def2-TZVPD basis set

Its SMILES is c1ccncc1.c1ccncc1. The energy is -13509.617 eV. The relative energy (zero: lowest compared OMol25 entry of this formula, charge and spin) is 3.4782 eV. The calculation puts the HOMO-LUMO gap at 10.040 eV. The largest force on an atom is 6.87 eV/A. The value obtained for the LUMO energy is 0.68 eV.

Last columns: bonded neighbours and bond lengths (Å).
Cartesian coordinates (Å):
1 C 1.58 -1.37 -0.16  C2 1.331, H11 1.077, N21 1.364
2 C 0.85 -0.76 -1.09  C1 1.331, C3 1.451, H12 1.042
3 C 1.13 0.65 -1.34  C2 1.451, C4 1.324, H13 1.122
4 C 1.79 1.35 -0.43  C3 1.324, C5 1.348, H14 1.143
5 C 2.48 0.63 0.48  C4 1.348, H15 1.062, N21 1.370
6 C -2.44 0.21 -0.73  C7 1.357, H16 1.144, N22 1.286
7 C -1.94 1.27 -0.04  C6 1.357, C8 1.421, H17 1.061
8 C -1.24 1.15 1.19  C7 1.421, C9 1.435, H18 1.136
9 C -1.00 -0.25 1.41  C8 1.435, C10 1.404, H19 1.061
10 C -1.42 -1.24 0.51  C9 1.404, H20 1.133, N22 1.287
11 H 1.51 -2.43 0.00  C1 1.077
12 H 0.22 -1.46 -1.54  C2 1.042
13 H 0.79 0.89 -2.38  C3 1.122
14 H 1.53 2.45 -0.29  C4 1.143
15 H 3.05 1.08 1.26  C5 1.062
16 H -3.02 0.54 -1.66  C6 1.144
17 H -2.11 2.22 -0.47  C7 1.061
18 H -0.66 1.95 1.75  C8 1.136
19 H -0.51 -0.64 2.27  C9 1.061
20 H -1.01 -2.29 0.62  C10 1.133
21 N 2.37 -0.71 0.73  C1 1.364, C5 1.370
22 N -2.18 -1.03 -0.51  C6 1.286, C10 1.287